--- P ---
Computed, not measured: the ion C4H12N3 with charge +1, with the ωB97M-V functional and the def2-TZVPD basis.

Properties
2S+1: 1
Charge: +1
Gap between HOMO and LUMO: 8.4479 eV
LUMO level: -4.26 eV
Molar mass: 102.161 g/mol
SMILES string: N/C=C(\[NH3+])CCN

Geometry (Å):
1 N 1.669 -2.148 0.644
2 N -2.138 1.386 -1.740
3 N 0.959 0.363 1.936
4 C -0.720 0.688 0.180
5 C -1.055 0.509 -1.302
6 C 0.290 -0.253 0.732
7 C 1.078 -1.069 -0.018
8 H 1.666 -0.273 2.315
9 H 1.394 -0.691 -0.993
10 H -1.684 0.683 0.699
11 H 1.455 1.174 1.567
12 H -1.992 1.670 -2.700
13 H 2.596 -2.471 0.400
14 H -0.300 1.703 0.258
15 H -3.002 0.860 -1.781
16 H -0.144 0.664 -1.882
17 H 0.278 0.639 2.643
18 H -1.363 -0.517 -1.533
19 H 1.012 -2.916 0.575



--- Q ---
Computed, not measured: a structure of composition C4H12N3, with the ωB97M-V functional and the def2-TZVPD basis.

Properties
2S+1: 1
Charge: +1
Gap between HOMO and LUMO: 3.9195 eV
LUMO level: -8.32 eV
Molar mass: 102.161 g/mol

Geometry (Å):
1 N 1.752 -1.765 1.243
2 N -1.680 1.761 -0.141
3 N 0.696 -1.624 -1.474
4 C -0.156 -0.644 -0.881
5 C 0.421 0.068 0.270
6 C -2.705 2.652 0.138
7 C 1.768 -0.310 0.806
8 H -3.676 2.831 -0.345
9 H 2.638 -2.110 1.518
10 H 1.460 -2.448 0.426
11 H 0.758 1.155 -0.123
12 H 2.192 0.363 1.487
13 H -0.498 0.086 -1.705
14 H -1.117 -1.240 -0.563
15 H -2.702 1.208 0.142
16 H 2.335 -0.251 -0.073
17 H -0.254 0.121 1.133
18 H 0.456 -1.930 -2.416
19 H -2.935 3.024 1.124



--- R ---
Computed, not measured: the ion C4H12N3 with charge +1, with the ωB97M-V functional and the def2-TZVPD basis.

Properties
2S+1: 1
Charge: +1
Gap between HOMO and LUMO: 9.3447 eV
LUMO level: -3.57 eV
Molar mass: 102.161 g/mol
SMILES string: N/C=C(\[NH3+])CCN

Geometry (Å):
1 N -0.426 1.058 -1.038
2 N 2.943 -1.278 0.182
3 N -2.889 0.810 0.239
4 C 0.654 -0.620 0.478
5 C -1.809 0.055 0.674
6 C 1.903 -0.353 -0.342
7 C -0.640 0.078 0.051
8 H 1.776 -0.601 -1.396
9 H -1.995 -0.575 1.532
10 H -1.015 1.881 -0.831
11 H -3.714 0.723 0.790
12 H -0.685 0.779 -1.994
13 H 0.556 1.366 -1.065
14 H -3.164 0.800 -0.723
15 H 2.305 0.654 -0.178
16 H 3.861 -0.929 -0.053
17 H 0.904 -0.383 1.511
18 H 2.833 -1.299 1.182
19 H 0.453 -1.689 0.379



--- S ---
Computed, not measured: the ion C4H12N3 with charge +1, with the ωB97M-V functional and the def2-TZVPD basis.

Properties
2S+1: 1
Charge: +1
Gap between HOMO and LUMO: 11.7551 eV
LUMO level: -3.07 eV
Molar mass: 102.161 g/mol
SMILES string: CCCNC(N)=[NH2+]

Geometry (Å):
1 N 0.633 0.662 -0.154
2 N -0.387 1.907 -1.875
3 N 0.342 -0.291 -2.368
4 C 0.993 -0.685 0.542
5 C 0.194 0.724 -1.448
6 C -0.804 -0.400 2.349
7 C -0.278 -1.211 1.232
8 H 0.446 0.043 -3.269
9 H 0.222 1.294 0.467
10 H 1.920 -0.377 1.250
11 H -0.087 0.227 2.767
12 H 0.916 -1.215 -2.219
13 H -0.423 2.669 -1.337
14 H -1.542 0.360 1.911
15 H 1.310 -1.411 -0.246
16 H -0.080 -2.233 1.651
17 H -0.834 1.958 -2.757
18 H -1.482 -0.780 2.996
19 H -1.058 -1.241 0.509



The least stable of them is Q.